1.
Here is a single C6H5N molecule at a distorted geometry from the Open Molecules 2025 dataset. Energies are from the ωB97M-V functional and the def2-TZVPD basis.

XYZ file:
```
12
Properties=species:S:1:pos:R:3:forces:R:3
C 1.12502 0.55001 -0.19401 0.3 0.9 1.5
C 0.69984 1.46010 0.52931 1.8 -1.6 -1.7
C -1.28392 0.14989 0.49079 0.2 0.7 0.5
C 0.61937 -0.79521 -0.42972 2.3 1.0 -0.1
C 1.35535 -1.78103 -0.91326 0.4 -2.5 -1.1
C -0.70710 1.57519 0.71067 -2.0 1.0 0.6
N -0.70850 -0.82697 -0.04175 -1.2 -0.8 -0.4
H -2.32402 0.08164 0.72940 -0.6 -0.3 0.2
H 0.98220 -2.73196 -1.34409 -0.5 0.6 1.0
H 2.44937 -1.83583 -0.98779 -0.5 1.1 -0.1
H -1.02760 2.13202 1.63760 -0.1 -0.8 -1.0
H -1.18001 2.02216 -0.18715 0.1 0.6 0.6
```
Positions in Å, forces in eV/Å.

Results
total energy	-7787.947	eV
charge	0
orbital gap	9.04	eV
SMILES	C=C1C#CCC=N1
HOMO level	-8.84	eV
LUMO	0.00739	Ha
spin multiplicity	1

Löwdin atomic charge list, values in e, 6 entries: number 1, C, carries 0.05; number 2, C, carries -0.02; number 3, C, carries -0.11; number 4, C, carries -0.40; number 5, C, carries 0.07; number 6, C, carries -0.20

2.
Here is a molecular structure, C5H8FFeO4 at a distorted geometry from the Open Molecules 2025 dataset. Energies are from the ωB97M-V functional and the def2-TZVPD basis.

XYZ file:
```
19
Properties=species:S:1:pos:R:3:forces:R:3
O 1.16137 0.77196 -0.52429 -0.5 2.2 -0.2
C 2.14142 -0.14645 -0.63003 2.1 -0.7 0.2
C 1.86183 -1.22292 0.42030 -0.3 -0.6 -0.3
O 1.21344 -0.53380 1.48430 -0.4 1.0 -0.4
C 0.12591 0.16195 1.06798 -1.2 -3.9 2.3
O -0.86843 -0.65223 0.71318 1.9 1.1 -0.4
O -0.09429 1.28018 1.60554 0.6 1.8 -1.0
C -2.13762 -0.07828 0.36246 -1.1 0.4 0.0
H 2.77467 -1.68307 0.80850 -0.3 0.2 -0.1
F 3.40516 0.42691 -0.33225 -1.2 0.0 -0.2
H 2.24229 -0.56060 -1.64511 -0.3 0.3 0.2
H 1.18844 -1.98167 -0.00208 0.2 0.1 0.1
H -2.85827 -0.88317 0.54707 0.3 0.2 0.0
H -2.35050 0.75158 1.04771 0.0 -0.3 -0.1
C -2.19077 0.37508 -1.08092 0.0 -0.1 -0.1
H -3.21641 0.69298 -1.31305 0.3 -0.1 0.1
H -1.52653 1.23072 -1.25811 -0.1 -0.2 -0.1
H -1.92052 -0.44571 -1.75855 -0.1 0.3 0.1
Fe 1.04881 2.49656 0.48737 -0.2 -1.8 -0.1
```
Positions in Å, forces in eV/Å.

Results
total energy	-50597.986	eV
charge	+1
orbital gap (alpha / beta)	9.10 / 6.91	eV
HOMO level (alpha / beta)	-13.01 / -15.51	eV
LUMO (alpha / beta)	-0.14362 / -0.31603	Ha
spin multiplicity	7

Löwdin atomic charge list, values in e, 6 entries: number 1, O, carries -0.21; number 2, C, carries -0.36; number 3, C, carries -0.03; number 4, O, carries 0.07; number 5, C, carries -0.61; number 6, O, carries 0.08

3.
Here is 2 unconnected molecules or ions with the total composition FHNP at a distorted geometry from the Open Molecules 2025 dataset. Energies are from the ωB97M-V functional and the def2-TZVPD basis.

XYZ file:
```
4
Properties=species:S:1:pos:R:3:forces:R:3
N -0.84259 -0.17726 -0.60761 0.1 -0.1 -0.9
F -2.23392 0.18176 2.81368 0.8 1.6 -5.0
P -0.69265 -0.40958 -2.06689 -0.1 0.1 0.9
H -2.35806 -0.08102 3.61667 -0.8 -1.6 5.0
```
Positions in Å, forces in eV/Å.

Results
total energy	-13511.110	eV
charge	0
orbital gap	11.43	eV
SMILES	N#P.F
HOMO level	-11.47	eV
LUMO	-0.00157	Ha
spin multiplicity	1

Löwdin analysis output, partial charges in e: number 1, N, carries -0.56; number 2, F, carries -0.01; number 3, P, carries 0.57; number 4, H, carries 0.00

4.
Here is a molecular structure, C23H32N4O3Ru at a distorted geometry from the Open Molecules 2025 dataset. Energies are from the ωB97M-V functional and the def2-TZVPD basis.

XYZ file:
```
63
Properties=species:S:1:pos:R:3:forces:R:3
Ru -0.33779 -0.80449 -0.70205 1.1 -2.6 -0.3
C 1.54528 2.33585 -2.70576 0.1 0.0 0.0
N 0.29938 2.00775 -2.02153 -0.1 0.1 -0.1
C -0.56093 1.15562 -2.67966 0.1 0.0 0.0
C 0.02631 2.58707 -0.77141 0.0 -0.1 0.1
C 0.70715 3.75482 -0.40253 0.0 0.1 0.1
C 0.49380 4.34462 0.82582 0.0 0.0 0.0
C -0.39472 3.76853 1.73092 0.0 0.0 0.0
C -1.06954 2.61693 1.38793 0.1 0.0 0.0
C -0.88373 2.00380 0.14031 0.0 0.1 -0.2
N -1.47007 0.78279 -0.19193 0.3 0.1 0.5
C -2.77735 0.43992 0.14185 -0.2 0.0 -0.1
C -3.75913 1.31698 0.62226 0.1 0.0 0.0
C -5.04644 0.87472 0.85998 0.0 0.0 0.0
C -5.40927 -0.44388 0.61592 0.0 0.0 0.0
C -4.46890 -1.30956 0.08744 0.0 0.0 0.0
C -3.17642 -0.86648 -0.14707 -0.1 0.0 -0.1
N -2.20063 -1.75643 -0.82477 -0.1 0.2 0.2
C -2.23965 -3.10486 -0.13979 0.3 -0.6 0.2
C -2.62660 -1.93106 -2.24656 0.1 0.1 0.0
H 1.45261 3.24144 -3.30771 0.0 0.0 0.0
H 1.81693 1.50972 -3.36078 0.0 0.0 0.0
H 2.34642 2.47556 -1.98338 0.0 0.0 0.0
H -0.33528 1.09305 -3.74273 0.0 0.0 0.0
H -1.61312 1.31214 -2.47699 0.0 0.0 0.0
H -0.41531 -0.01986 -2.34998 -0.1 -0.1 0.0
H 1.37463 4.23393 -1.10409 0.0 0.0 0.0
H 1.00659 5.26392 1.07358 0.0 0.0 0.0
H -0.55975 4.22203 2.69889 0.0 0.0 0.0
H -1.73393 2.15066 2.10202 0.0 0.0 0.0
H -3.51322 2.35536 0.78596 0.0 0.0 0.0
H -5.78361 1.57368 1.23151 0.0 0.0 0.0
H -6.41626 -0.78421 0.80883 0.0 0.0 0.0
H -4.75260 -2.32709 -0.15246 0.0 0.0 0.0
H -2.96405 -3.73125 -0.65697 -0.2 0.2 0.0
H -2.54470 -2.94587 0.89090 0.0 0.1 0.0
H -0.56529 -3.67491 0.64189 0.1 0.0 0.0
H -3.63946 -2.33092 -2.27746 0.0 0.0 0.0
H -1.94570 -2.61098 -2.75435 0.0 0.0 0.0
H -2.61640 -0.96280 -2.74060 0.0 0.0 0.0
O 0.51422 -1.37700 1.30646 -0.3 0.3 -0.2
C 1.47602 -0.60205 1.09209 -0.3 0.2 0.2
O 1.58343 0.03862 0.00874 -0.1 0.1 -0.1
C 2.50176 -0.38102 2.18369 0.0 0.0 0.0
N 3.50561 0.63889 1.68671 0.0 0.0 0.0
C 4.83853 -0.06276 1.56676 0.0 0.0 0.0
C 4.76462 -1.10802 2.66475 0.0 0.0 0.0
C 3.32638 -1.62392 2.56161 0.0 0.0 0.0
H 1.98113 0.04515 3.04039 0.0 0.0 0.0
H 3.57398 1.41919 2.33875 0.0 0.0 0.0
H 3.15706 1.00049 0.78897 0.0 0.0 0.0
H 5.64054 0.66420 1.66005 0.0 0.0 0.0
H 4.87130 -0.51477 0.57656 0.0 0.0 0.0
H 4.94830 -0.65165 3.63909 0.0 0.0 0.0
H 5.50428 -1.89212 2.52238 0.0 0.0 0.0
H 2.96604 -2.06395 3.48715 0.0 0.0 0.0
H 3.24501 -2.38084 1.78038 0.0 0.0 0.0
C 1.51836 -3.07561 -1.94605 -0.4 -0.2 0.1
C 0.54779 -2.17675 -1.36900 -0.1 1.6 -0.1
O -1.03273 -3.82411 -0.18800 -0.1 0.4 -0.2
H 1.05797 -3.76460 -2.66070 0.0 0.0 0.0
H 2.01391 -3.67226 -1.17444 0.0 0.0 0.0
H 2.24724 -2.45136 -2.47171 0.0 0.0 0.0
```
Positions in Å, forces in eV/Å.

Results
total energy	-39038.458	eV
charge	+2
orbital gap (alpha / beta)	5.83 / 5.83	eV
HOMO level (alpha / beta)	-12.57 / -12.57	eV
LUMO (alpha / beta)	-0.24781 / -0.24776	Ha
spin multiplicity	1

Löwdin atomic charge list, values in e, 6 entries: number 1, Ru, carries 1.33; number 2, C, carries -0.03; number 3, N, carries -0.16; number 4, C, carries -0.07; number 5, C, carries -0.17; number 6, C, carries -0.02